Record 1
Below is 7 unconnected molecules or ions with the total composition C25H55BN7O11, with properties calculated with ωB97M-V/def2-TZVPD.

Total energy in eV: -60446.0649
Charge: -1
Multiplicity: 1

```
99
Properties=species:S:1:pos:R:3:lowdin_charge:R:1
C 1.532 -2.825 0.387 -0.09
C 1.383 -1.332 -0.234 -0.26
O 0.444 -1.278 -1.352 -0.20
C 0.079 0.101 -1.598 -0.18
C -1.445 0.466 -1.238 -0.16
O -1.824 0.223 0.134 -0.09
C -2.173 -1.154 0.380 -0.27
O -3.049 -1.843 -0.514 -0.05
B -3.834 -2.844 0.243 -0.62
O -4.264 -2.041 1.429 -0.05
C -2.992 -1.434 1.791 -0.25
O -3.069 -0.331 2.757 -0.01
C -1.774 -0.050 3.282 -0.22
N -0.604 0.273 3.381 0.12
H 0.729 -3.471 -0.133 0.07
H 2.593 -3.245 0.241 0.06
H 1.370 -2.743 1.521 0.08
H 1.042 -0.645 0.635 0.11
H 2.427 -0.966 -0.573 0.11
H 0.765 0.828 -1.007 0.12
H 0.186 0.265 -2.744 0.12
H -2.166 0.005 -2.016 0.14
H -1.540 1.613 -1.396 0.13
H -1.226 -1.780 0.561 0.15
H -4.656 -3.417 -0.393 0.04
H -3.089 -3.702 0.631 0.06
H -2.436 -2.334 2.247 0.15
C 2.314 3.629 0.945 -0.03
C 2.851 2.407 1.640 -0.54
O 2.960 1.329 1.070 0.02
N 3.222 2.526 2.945 0.01
C 3.171 3.702 3.787 -0.09
H 2.062 3.379 -0.085 0.08
H 1.411 3.978 1.446 0.07
H 3.073 4.417 0.935 0.08
H 3.572 1.665 3.341 0.14
H 4.181 3.915 4.138 0.07
H 2.534 3.478 4.645 0.07
H 2.780 4.570 3.261 0.08
C -4.861 -4.150 -3.638 -0.01
C -4.380 -5.573 -3.545 -0.55
O -3.191 -5.859 -3.511 0.02
N -5.318 -6.562 -3.500 -0.01
C -6.757 -6.432 -3.528 -0.09
H -4.003 -3.477 -3.666 0.09
H -5.440 -4.010 -4.554 0.08
H -5.466 -3.902 -2.763 0.08
H -4.920 -7.489 -3.438 0.13
H -7.160 -6.878 -2.616 0.08
H -7.134 -6.984 -4.392 0.07
H -7.076 -5.394 -3.595 0.07
C 2.709 5.260 7.198 0.00
C 3.774 6.096 6.542 -0.53
O 4.410 5.698 5.575 0.02
N 4.021 7.333 7.055 0.00
C 3.383 7.979 8.182 -0.08
H 2.627 4.305 6.680 0.07
H 2.974 5.066 8.240 0.09
H 1.744 5.768 7.141 0.09
H 4.748 7.833 6.562 0.14
H 2.930 8.909 7.832 0.08
H 4.151 8.212 8.923 0.08
H 2.619 7.353 8.637 0.07
C -1.150 7.024 -0.871 -0.01
C 0.063 6.317 -0.329 -0.54
O -0.008 5.216 0.196 0.04
N 1.269 6.942 -0.437 0.01
C 1.560 8.233 -1.020 -0.08
H -2.032 6.403 -0.712 0.09
H -1.296 7.972 -0.350 0.08
H -1.036 7.194 -1.944 0.08
H 2.034 6.406 -0.051 0.13
H 2.274 8.089 -1.834 0.08
H 2.016 8.861 -0.251 0.08
H 0.667 8.722 -1.404 0.07
C 0.695 -2.061 -4.937 -0.01
C -0.079 -1.193 -5.892 -0.55
O -1.254 -0.907 -5.708 0.03
N 0.570 -0.718 -6.995 -0.01
C 1.943 -0.940 -7.388 -0.09
H 0.048 -2.361 -4.112 0.09
H 1.043 -2.961 -5.449 0.08
H 1.541 -1.505 -4.528 0.09
H -0.014 -0.145 -7.587 0.13
H 2.440 0.031 -7.458 0.08
H 1.946 -1.415 -8.372 0.08
H 2.478 -1.570 -6.680 0.07
C -1.070 -6.997 -0.226 0.00
C 0.065 -6.473 0.612 -0.54
O 0.065 -5.340 1.065 0.03
N 1.118 -7.306 0.860 -0.01
C 1.304 -8.669 0.417 -0.10
H -1.829 -6.221 -0.334 0.09
H -0.709 -7.269 -1.220 0.09
H -1.527 -7.862 0.262 0.08
H 1.838 -6.882 1.428 0.14
H 1.411 -9.305 1.299 0.08
H 2.223 -8.716 -0.171 0.08
H 0.470 -9.024 -0.186 0.07
```

---

Record 2
Below is 10 unconnected molecules or ions with the total composition C25H55N5O20S5, with properties calculated with ωB97M-V/def2-TZVPD.

Total energy in eV: -129377.5344
Charge: 0
Multiplicity: 1
Structure (SMILES): C[N+](=O)[O-].C[N+](=O)[O-].C[N+](=O)[O-].C[N+](=O)[O-].C[N+](=O)[O-].O=S1(=O)CCCC1.O=S1(=O)CCCC1.O=S1(=O)CCCC1.O=S1(=O)CCCC1.O=S1(=O)CCCC1
Relative energy (zero: lowest compared OMol25 entry of this formula, charge and spin) in kJ/mol: 95.33

```
110
Properties=species:S:1:pos:R:3:lowdin_charge:R:1
C 4.860 0.375 -2.261 0.05
N 3.567 0.312 -2.968 -0.44
O 3.253 -0.719 -3.528 0.07
O 2.875 1.319 -2.961 0.05
H 4.696 0.342 -1.188 0.10
H 5.280 1.362 -2.446 0.10
H 5.462 -0.388 -2.745 0.10
C -0.376 3.609 -2.239 0.05
N 0.271 3.610 -3.582 -0.43
O 1.420 3.960 -3.666 0.07
O -0.432 3.290 -4.525 0.05
H 0.008 2.936 -1.478 0.07
H -1.414 3.391 -2.463 0.09
H -0.233 4.634 -1.899 0.10
C 0.275 -2.930 3.113 0.03
N 0.083 -4.083 2.227 -0.43
O -0.333 -5.128 2.710 0.06
O 0.236 -3.920 1.035 0.06
H 1.327 -2.671 3.016 0.08
H 0.051 -3.120 4.156 0.10
H -0.334 -2.124 2.709 0.08
C 0.859 -0.895 -1.269 0.04
N 1.056 -0.020 -0.088 -0.42
O 1.173 -0.562 0.987 0.06
O 1.029 1.180 -0.263 0.05
H -0.114 -1.348 -1.084 0.08
H 1.624 -1.662 -1.227 0.09
H 0.792 -0.233 -2.124 0.08
C -1.476 -4.704 -1.708 0.04
N -0.232 -4.644 -2.507 -0.44
O 0.423 -3.636 -2.559 0.08
O -0.010 -5.627 -3.184 0.06
H -1.422 -3.985 -0.894 0.06
H -1.516 -5.684 -1.241 0.10
H -2.319 -4.528 -2.367 0.11
O 3.254 6.154 2.676 -0.33
S 2.910 6.368 1.286 0.68
O 2.386 7.626 0.806 -0.33
C 4.290 5.893 0.205 -0.23
C 3.689 4.994 -0.858 -0.23
C 2.630 4.088 -0.165 -0.19
C 1.788 5.068 0.677 -0.21
H 4.982 5.275 0.781 0.10
H 4.777 6.803 -0.137 0.10
H 3.201 5.573 -1.648 0.12
H 4.398 4.348 -1.376 0.11
H 3.239 3.422 0.446 0.12
H 2.032 3.577 -0.908 0.07
H 1.314 4.659 1.571 0.08
H 0.977 5.609 0.191 0.09
O -1.830 0.463 -2.386 -0.35
S -2.749 -0.160 -3.331 0.68
O -2.539 -1.536 -3.722 -0.32
C -4.457 0.097 -2.840 -0.23
C -5.222 0.735 -4.010 -0.20
C -4.328 0.578 -5.251 -0.23
C -2.896 0.892 -4.816 -0.20
H -4.423 0.732 -1.948 0.09
H -4.810 -0.807 -2.337 0.09
H -6.155 0.185 -4.112 0.11
H -5.377 1.800 -3.848 0.11
H -4.714 1.236 -6.032 0.11
H -4.423 -0.435 -5.644 0.12
H -2.795 1.916 -4.455 0.09
H -2.117 0.665 -5.536 0.11
O 4.250 -5.290 0.969 -0.30
S 4.135 -4.300 2.012 0.69
O 2.981 -4.340 2.908 -0.35
C 5.651 -4.208 2.973 -0.23
C 6.605 -3.471 2.036 -0.22
C 5.812 -2.224 1.602 -0.21
C 4.315 -2.596 1.343 -0.19
H 5.957 -5.172 3.378 0.11
H 5.406 -3.600 3.847 0.11
H 7.558 -3.204 2.486 0.12
H 6.803 -4.051 1.136 0.12
H 6.266 -1.911 0.658 0.10
H 5.803 -1.395 2.302 0.11
H 3.770 -2.399 0.425 0.10
H 3.765 -2.006 2.081 0.08
O -4.465 -1.842 0.026 -0.33
S -3.435 -2.128 1.005 0.68
O -2.085 -1.654 0.817 -0.32
C -4.076 -1.620 2.620 -0.21
C -3.458 -2.572 3.645 -0.19
C -3.457 -3.966 2.978 -0.21
C -3.313 -3.904 1.459 -0.19
H -5.152 -1.790 2.591 0.11
H -3.829 -0.568 2.740 0.08
H -2.419 -2.283 3.800 0.09
H -4.052 -2.555 4.553 0.12
H -4.374 -4.514 3.209 0.11
H -2.714 -4.621 3.438 0.10
H -4.182 -4.387 1.015 0.10
H -2.398 -4.319 1.046 0.07
O -0.302 2.735 2.724 -0.32
S -1.463 3.193 1.992 0.70
O -1.437 4.388 1.166 -0.33
C -2.260 1.857 1.025 -0.21
C -3.732 2.206 1.126 -0.23
C -4.047 2.496 2.606 -0.22
C -2.890 3.301 3.187 -0.19
H -2.034 1.002 1.670 0.09
H -1.811 1.759 0.041 0.09
H -3.847 3.179 0.633 0.12
H -4.438 1.514 0.673 0.11
H -4.120 1.540 3.130 0.09
H -5.025 2.972 2.643 0.12
H -2.583 2.871 4.138 0.10
H -3.121 4.347 3.377 0.10
```

---

| no. | molar mass (g mol⁻¹) | gap between HOMO and LUMO (eV) | maximum force (eV/Å) |
| --- | --- | --- | --- |
| 1 | 640.565 | 5.99 | 6.25 |
| 2 | 906.065 | 9.86 | 1.99 |